This record from the Open Molecules 2025 dataset describes C17H39BiN7O as an isolated structure. The level of theory is the ωB97M-V functional and the def2-TZVPD basis.

Geometry as XYZ:
```
65
Properties=species:S:1:pos:R:3:nbo_charge:R:1
Bi 4.289 -11.406 -10.261 2.048
N 5.947 -10.310 -11.682 -0.898
C 7.382 -10.415 -11.185 -0.238
C 7.768 -11.825 -10.887 -0.262
N 6.658 -12.600 -10.286 -0.500
C 6.540 -13.849 -11.079 -0.248
C 5.192 -14.560 -10.939 -0.268
N 4.042 -13.684 -11.193 -0.877
C 6.980 -12.914 -8.859 -0.250
C 6.910 -11.632 -8.036 -0.255
N 5.527 -11.084 -8.062 -0.903
H 5.774 -10.681 -12.618 0.418
H 5.741 -9.331 -11.755 0.429
H 7.454 -9.758 -10.294 0.220
H 8.036 -10.058 -12.006 0.262
H 8.581 -11.814 -10.184 0.244
H 8.079 -12.319 -11.824 0.239
H 7.367 -14.544 -10.839 0.252
H 6.673 -13.570 -12.141 0.216
H 5.075 -15.074 -9.978 0.230
H 5.179 -15.395 -11.654 0.255
H 3.211 -14.147 -10.837 0.437
H 3.910 -13.617 -12.217 0.414
H 7.981 -13.370 -8.807 0.246
H 6.238 -13.646 -8.460 0.223
H 7.615 -10.873 -8.400 0.219
H 7.251 -11.819 -7.020 0.254
H 5.516 -10.085 -7.767 0.425
H 4.911 -11.546 -7.388 0.414
C 1.264 -9.554 -9.685 -0.400
N 0.748 -9.624 -11.011 -0.411
C -0.698 -9.347 -11.172 -0.203
C -1.050 -9.216 -12.661 -0.433
C -0.474 -10.418 -13.401 -0.218
N 0.936 -10.600 -13.098 -0.396
C 1.762 -11.386 -14.009 -0.400
C 1.536 -10.124 -11.977 0.808
O 2.790 -10.233 -11.785 -0.847
H 1.175 -10.520 -9.173 0.191
H 0.739 -8.766 -9.137 0.250
H 2.321 -9.264 -9.740 0.190
H -0.921 -8.444 -10.598 0.234
H -1.236 -10.194 -10.700 0.205
H -0.660 -8.247 -12.978 0.235
H -2.158 -9.137 -12.723 0.269
H -0.538 -10.332 -14.470 0.237
H -1.040 -11.329 -13.176 0.214
H 2.261 -10.739 -14.760 0.226
H 1.160 -12.148 -14.528 0.240
H 2.565 -11.843 -13.413 0.174
C 2.749 -13.818 -5.282 -0.600
C 2.680 -14.841 -6.455 -0.152
C 1.250 -15.238 -6.857 -0.613
C 3.664 -15.988 -6.353 -0.601
C 3.159 -13.920 -7.540 0.500
N 3.144 -13.247 -8.503 -0.581
H 2.791 -14.300 -4.299 0.264
H 1.809 -13.235 -5.229 0.240
H 3.575 -13.071 -5.422 0.201
H 0.738 -15.950 -6.196 0.269
H 1.184 -15.722 -7.839 0.228
H 0.567 -14.364 -6.894 0.231
H 3.372 -16.694 -5.628 0.259
H 4.704 -15.691 -6.212 0.222
H 3.689 -16.561 -7.296 0.219
```

## Properties
HOMO energy, eV: -16.762
Kohn-Sham gap, eV: 6.96
Net charge: +3
Max |F|, eV Å⁻¹: 3.22
Energy above the lowest of the compared OMol25 structures with the same formula, charge and spin, kJ/mol: 0.00